Molecular formula: C36H45FN3V
Method: DFT, ωB97M-V/def2-TZVPD

```
! wB97M-V def2-TZVPD RIJCOSX def2/J DEFGRID3
* xyz 1 4
H 1.734 -6.619 -2.076
H 3.795 1.496 3.205
C -3.013 -2.729 -0.933
H -1.136 2.526 -5.684
H -0.263 -0.703 3.557
C 0.130 -6.178 -0.711
H 2.122 4.878 3.156
H 0.318 5.099 -5.004
H 1.102 3.516 -4.927
H -0.963 5.041 -2.162
F 1.438 -2.289 -0.761
H -0.231 -7.198 -0.686
H 2.444 -0.430 2.540
H 5.392 3.673 0.596
C -1.927 -2.737 2.766
C -3.029 -2.693 0.586
H -3.629 -4.028 -2.556
H 2.054 3.662 -0.045
C 0.033 -4.179 3.540
V -0.006 -0.990 0.508
C 3.784 4.043 2.021
H -0.660 -5.016 3.635
C 0.298 2.618 -1.810
H 5.429 3.073 3.078
H 2.555 -4.254 -2.115
H -1.113 -0.828 -2.446
H -3.242 -0.568 -1.135
C 3.136 1.583 2.355
H -2.490 4.291 -2.645
C -3.174 -2.599 3.368
C -0.068 -3.892 0.031
N -0.584 -2.819 0.731
C -0.704 0.164 -2.296
H -1.567 0.960 -4.071
C -0.710 -2.846 3.671
C -1.849 -2.781 1.360
C 1.700 -4.545 -1.519
H 0.778 -4.266 4.332
C -0.489 2.458 -2.951
H 4.084 4.669 -0.058
C 2.769 5.157 2.323
H -3.597 -1.484 -2.615
C -3.678 -4.002 -1.466
H 2.139 5.377 1.459
H 4.083 3.564 4.129
H 1.161 4.608 -3.536
H -5.162 -2.515 0.648
C 2.378 0.490 1.977
H 0.854 -1.753 2.624
C -0.788 3.651 -3.847
H 5.187 4.771 3.475
C -1.549 4.698 -3.017
H 0.973 -1.664 4.367
H -3.182 -4.894 -1.083
H -4.752 -1.466 -1.288
C 2.162 2.768 0.555
C -0.968 1.175 -3.199
H -3.234 -2.564 4.449
C 0.259 -1.664 3.539
H -1.831 4.145 -5.658
C -0.516 -5.209 0.047
H 5.224 5.361 1.096
C 4.671 4.457 0.836
H -1.101 -2.802 4.690
C 0.580 1.548 -0.992
H -1.371 -5.456 0.666
C -3.688 -1.486 -1.527
H 0.708 3.591 -1.574
H -4.729 -4.038 -1.172
H 0.544 -4.263 2.581
C 0.533 4.250 -4.353
C 3.023 2.777 1.651
C 4.670 3.838 3.250
H -5.293 -2.430 3.104
C 1.235 -5.858 -1.493
C 1.476 1.629 0.201
H -2.609 2.855 -4.746
H 3.300 6.071 2.591
N 1.546 0.497 0.935
C 1.033 -3.621 -0.763
H -1.773 5.565 -3.640
H -1.972 -2.736 -1.262
C -1.643 3.259 -5.052
C -4.253 -2.574 1.233
C -4.332 -2.525 2.615
N 0.034 0.339 -1.202
*
```

Values from the calculation:
**⟨S²⟩**: 3.761
**HOMO level (spin up / spin down)**: -9.981 / -10.053 eV
**Electronic energy**: -70934.7566 eV
**LUMO level (spin up / spin down)**: -3.119 / -3.244 eV
**Gap between HOMO and LUMO (spin up / spin down)**: 6.86 / 6.81 eV

Atom charges from the Mulliken analysis, given in e for atoms 1 to 2: atom 1 (H): 0.41, atom 2 (H): 0.56